42
Properties=species:S:1:pos:R:3:forces:R:3:lowdin_charge:R:1 method="wB97M-V/def2-TZVPD" charge=-1 s2=2.025 homo_ev="-2.636 / -4.382" homo_lumo_gap_ev="5.32 / 7.06" multiplicity=3
Ti -0.438 -0.297 -0.275 0.502 -0.544 -0.767 0.957
O -1.394 -4.210 0.695 -0.083 0.049 -0.131 0.090
C -1.035 -2.900 0.702 0.034 -0.060 0.174 -0.467
O -1.334 -2.176 -0.311 0.062 0.099 0.041 -0.126
C -0.363 -2.356 1.800 0.121 0.072 0.301 -0.228
C 0.039 -2.944 3.033 -0.085 -0.049 -0.126 -0.035
C 0.680 -2.136 3.957 0.051 0.033 0.104 -0.120
C 0.953 -0.789 3.721 -0.001 -0.004 -0.040 -0.052
C 0.567 -0.248 2.466 0.019 -0.170 0.164 -0.252
N -0.085 -1.043 1.577 -0.046 -0.028 0.143 -0.019
C 0.769 1.023 1.910 -0.134 0.031 -0.141 -0.449
O 1.371 2.049 2.562 0.069 -0.038 0.078 0.103
O 0.352 1.270 0.719 0.055 -0.072 0.194 -0.108
H -1.815 -4.343 -0.166 0.025 -0.026 0.076 0.114
H -0.161 -3.986 3.232 0.000 0.001 -0.003 0.096
H 0.984 -2.569 4.903 -0.001 0.002 -0.005 0.092
H 1.465 -0.194 4.466 0.002 -0.002 0.002 0.085
H 1.682 1.717 3.413 -0.017 0.019 -0.025 0.093
O -1.449 0.785 -1.598 -0.058 -0.092 -0.257 -0.266
N -2.644 1.372 -1.580 0.370 -0.043 -0.047 -0.180
C -2.967 2.039 -2.713 -0.061 -0.041 0.164 -0.022
C -4.158 2.688 -2.831 0.015 -0.030 0.055 -0.077
C -5.037 2.641 -1.733 -0.076 0.091 -0.142 -0.093
C -4.689 1.965 -0.603 0.132 -0.149 0.213 -0.096
C -3.442 1.286 -0.474 -0.197 0.151 -0.203 -0.692
S -2.930 0.426 0.871 0.067 0.011 0.043 0.725
H -2.195 1.988 -3.465 -0.017 0.031 -0.033 0.135
H -4.394 3.213 -3.744 -0.026 0.008 0.010 0.096
H -5.996 3.143 -1.781 0.011 0.004 -0.017 0.100
H -5.348 1.918 0.251 -0.001 0.003 -0.011 0.098
Cl 3.160 -1.844 0.794 -0.114 0.117 -0.139 0.703
C 3.404 -0.752 -0.550 0.393 -0.160 0.292 -0.583
C 4.690 -0.290 -0.759 -0.063 0.031 -0.074 -0.144
C 4.960 0.564 -1.821 -0.136 -0.056 0.027 -0.123
C 3.914 0.920 -2.661 0.007 -0.060 0.082 -0.149
C 2.635 0.443 -2.426 0.166 0.386 -0.559 -0.590
Cl 1.403 0.945 -3.567 -0.034 -0.145 0.247 0.646
C 2.298 -0.396 -1.351 -0.563 -0.448 0.319 -0.439
N 1.043 -0.832 -1.085 -0.429 1.076 -0.005 -0.088
H 5.471 -0.607 -0.081 0.016 0.011 -0.008 0.090
H 5.959 0.941 -1.992 0.010 -0.009 0.001 0.088
H 4.074 1.576 -3.506 0.014 0.001 0.001 0.088

***

39
Properties=species:S:1:pos:R:3:forces:R:3:lowdin_charge:R:1 method="wB97M-V/def2-TZVPD" charge=-1 e_above_lowest_ev=9.792 homo_ev=-4.099 homo_lumo_gap_ev=2.36
O 1.893 0.080 -4.359 0.347 -0.102 1.445 -0.391
V 2.295 0.013 -2.827 1.889 -0.928 -0.905 1.082
O 3.651 -0.888 -2.701 -2.591 1.723 -0.130 -0.436
C 1.400 6.047 -0.120 0.617 -4.642 -1.336 0.000
C 1.225 4.682 -0.634 -0.150 1.987 1.397 -0.356
C -0.140 3.959 -0.305 -3.029 -1.874 0.547 -0.271
O -0.229 2.710 -0.579 0.136 3.048 0.716 -0.045
C -1.196 4.790 0.314 2.475 -3.802 -2.630 -0.007
C -0.995 6.110 0.599 -4.025 1.390 3.929 -0.372
C 0.336 6.727 0.423 1.375 5.569 -1.078 -0.376
O 0.541 7.998 0.526 -1.323 -2.464 0.747 -0.036
O -1.985 6.653 1.253 2.973 -0.129 -1.979 -0.046
O 2.001 4.021 -1.276 1.475 -0.396 -0.897 0.041
H 2.384 6.427 -0.354 -0.244 0.583 0.112 0.103
H -2.146 4.316 0.511 0.053 -0.001 0.087 0.103
F -0.710 -3.376 -2.247 0.035 -0.543 -0.014 0.036
C -1.951 -3.914 -2.371 0.079 0.741 -0.450 -0.269
C -2.924 -3.043 -2.873 -0.753 -0.792 0.815 -0.009
C -4.248 -3.470 -2.800 0.472 -0.623 0.049 -0.073
C -4.557 -4.772 -2.348 -0.190 0.945 -0.795 -0.098
C -3.545 -5.648 -2.035 0.320 0.219 0.338 -0.099
C -2.212 -5.223 -2.008 -0.471 0.215 0.218 -0.017
H -2.735 -2.025 -3.178 0.452 -0.084 0.016 0.117
H -5.008 -2.767 -3.107 -0.239 -0.140 0.051 0.101
H -5.592 -5.077 -2.304 -0.042 -0.082 0.028 0.096
H -3.773 -6.653 -1.711 -0.036 -0.081 -0.017 0.101
H -1.488 -5.905 -1.586 0.400 0.258 -0.233 0.113
F 2.008 0.817 5.165 -0.031 -0.275 -0.708 0.046
C 2.228 -0.061 4.150 2.858 0.611 -0.329 -0.255
C 3.493 -0.030 3.467 -1.420 -0.955 -0.110 0.016
C 3.705 -1.018 2.486 -0.414 0.741 0.141 -0.095
C 2.727 -1.948 2.183 -1.064 -0.669 0.463 -0.109
C 1.543 -1.993 2.922 0.192 0.691 -0.577 -0.083
C 1.293 -1.008 3.859 -0.729 0.040 0.465 -0.042
H 4.255 0.724 3.597 -0.205 0.114 0.427 0.107
H 4.585 -1.030 1.860 0.256 0.264 0.195 0.100
H 2.800 -2.638 1.356 0.469 -0.091 -0.007 0.096
H 0.736 -2.678 2.707 0.151 -0.217 -0.179 0.101
H 0.333 -0.911 4.344 -0.066 -0.248 0.185 0.119

***

46
Properties=species:S:1:pos:R:3:forces:R:3:lowdin_charge:R:1 method="wB97M-V/def2-TZVPD" charge=-2 e_above_lowest_ev=0.000 homo_ev=-1.935 homo_lumo_gap_ev=5.46
Pd -0.079 -0.351 1.266 0.171 0.408 0.050 0.051
C 1.416 2.121 -4.779 0.002 0.005 0.026 -0.533
C 2.312 0.913 -4.526 -0.006 -0.001 -0.002 -0.510
S 1.668 -0.297 -3.334 -0.012 -0.003 -0.050 0.913
C 2.747 -0.116 -1.899 0.002 0.013 -0.005 -0.542
C 2.485 1.082 -0.989 0.059 0.017 0.056 -0.491
S 0.761 1.149 -0.458 -0.126 -0.400 -0.087 0.786
C 0.108 2.739 -0.989 0.043 0.100 0.150 -0.502
C -0.159 2.810 -2.490 -0.015 -0.013 0.010 -0.514
S 1.318 3.324 -3.426 0.008 0.001 -0.021 0.858
H 0.406 1.821 -5.053 -0.040 -0.031 0.003 0.052
H 1.805 2.680 -5.632 -0.002 0.003 -0.003 0.071
H 3.308 1.228 -4.207 -0.005 0.008 0.011 0.070
H 2.421 0.375 -5.471 0.001 -0.003 0.002 0.071
H 3.790 -0.100 -2.226 0.002 -0.012 0.010 0.073
H 2.596 -1.041 -1.339 -0.031 0.006 -0.003 0.062
H 2.699 2.015 -1.507 -0.050 0.012 0.001 0.038
H 3.118 1.021 -0.101 0.009 -0.012 -0.014 0.075
H 0.766 3.543 -0.654 -0.024 0.015 0.006 0.075
H -0.823 2.830 -0.428 -0.009 -0.035 -0.011 0.079
H -0.952 3.535 -2.681 0.022 0.008 -0.009 0.074
H -0.490 1.843 -2.864 -0.009 0.010 0.007 0.048
Se 0.202 1.318 2.983 -0.030 0.129 -0.192 -0.136
Se -1.817 1.285 4.153 0.001 -0.041 0.047 -0.290
Te -1.456 -1.051 4.985 0.058 0.022 0.032 0.140
Se -1.172 -1.974 2.662 -0.085 -0.115 -0.134 -0.183
F -0.084 -4.111 -4.686 -0.016 0.005 -0.006 0.089
C -0.627 -2.880 -4.659 0.082 0.031 0.037 -0.176
C -0.573 -2.134 -5.819 0.009 0.000 0.003 -0.165
F -0.012 -2.719 -6.897 0.000 -0.012 -0.010 0.075
C -1.022 -0.807 -5.911 0.019 -0.009 0.023 -0.083
C -1.593 -0.353 -4.715 -0.022 0.080 -0.008 -0.186
C -1.654 -1.105 -3.561 -0.031 -0.015 0.037 -0.203
F -2.189 -0.517 -2.473 0.014 -0.003 -0.021 0.086
C -1.145 -2.394 -3.464 -0.089 -0.043 -0.063 -0.105
C -1.048 -3.096 -2.168 0.243 0.246 -0.253 -0.208
C -0.530 -2.368 -1.123 -0.313 -0.291 0.328 -0.193
N -0.096 -1.746 -0.239 0.146 -0.078 0.050 -0.026
C -1.276 -4.477 -2.011 0.005 0.023 0.034 -0.257
N -1.469 -5.611 -1.875 -0.029 -0.019 -0.020 0.090
F -2.096 0.903 -4.646 0.039 0.002 -0.013 0.062
C -0.888 0.011 -7.100 0.071 0.008 0.015 -0.226
C -1.333 1.349 -7.170 -0.140 -0.034 -0.009 -0.299
N -1.692 2.446 -7.286 0.086 0.024 0.009 0.093
C -0.264 -0.439 -8.286 -0.045 -0.020 -0.019 -0.287
N 0.228 -0.740 -9.291 0.033 0.012 0.006 0.084

***

41
Properties=species:S:1:pos:R:3:forces:R:3:lowdin_charge:R:1 method="wB97M-V/def2-TZVPD" charge=0 e_above_lowest_ev=0.000 homo_ev="-8.220 / -8.220" homo_lumo_gap_ev="6.37 / 6.36"
Ru 0.275 0.260 0.169 -0.018 0.007 -0.134 0.922
C 1.307 -1.367 3.992 0.041 0.030 -0.001 -0.046
O -0.081 -1.470 4.314 -0.009 -0.028 0.000 -0.076
C -0.858 -2.065 3.366 -0.009 0.007 0.003 -0.230
C -1.547 -3.213 3.693 -0.017 0.011 0.008 0.017
C -2.400 -3.828 2.775 0.006 0.005 0.006 -0.072
C -2.544 -3.289 1.520 0.000 0.005 -0.006 -0.045
C -1.844 -2.128 1.153 -0.002 -0.002 0.000 -0.141
C -2.063 -1.593 -0.167 -0.016 -0.026 -0.001 -0.042
N -1.358 -0.647 -0.669 -0.036 0.006 0.024 -0.151
N -1.739 -0.155 -1.905 0.003 0.048 0.007 0.100
C -1.077 0.929 -2.153 0.041 -0.072 -0.033 -0.414
O -0.199 1.440 -1.309 -0.009 0.037 0.067 -0.218
C -1.286 1.661 -3.418 -0.018 0.011 0.000 -0.153
C -2.215 1.205 -4.351 -0.005 0.003 -0.001 -0.028
C -2.400 1.897 -5.535 0.001 -0.002 -0.002 -0.077
C -1.660 3.044 -5.794 0.001 0.002 0.003 -0.082
C -0.734 3.499 -4.866 0.000 -0.003 -0.005 -0.073
C -0.545 2.810 -3.678 -0.003 0.006 0.003 -0.019
C -1.010 -1.488 2.086 0.032 -0.022 -0.033 -0.243
O -0.362 -0.345 1.862 -0.069 0.007 0.025 -0.251
H 1.796 -0.982 4.883 -0.001 -0.006 0.006 0.095
H 1.475 -0.683 3.159 0.012 -0.020 0.031 0.057
H 1.714 -2.354 3.753 0.000 -0.003 0.000 0.101
H -1.410 -3.616 4.688 0.000 -0.005 -0.002 0.126
H -2.937 -4.724 3.052 0.002 0.000 0.003 0.106
H -3.199 -3.754 0.793 -0.002 0.001 0.001 0.113
H -2.874 -1.987 -0.774 -0.001 -0.002 0.006 0.139
H -2.783 0.311 -4.136 0.001 0.001 0.000 0.108
H -3.122 1.543 -6.258 0.001 0.000 -0.001 0.103
H -1.807 3.584 -6.721 0.000 0.001 0.000 0.103
H -0.157 4.392 -5.067 0.000 0.000 -0.001 0.104
H 0.173 3.154 -2.947 0.000 0.000 -0.001 0.115
O 6.935 -0.954 0.322 0.002 0.001 -0.007 -0.033
C 5.765 -0.721 0.296 0.003 0.002 0.012 -0.997
S 4.568 -1.805 -0.459 -0.012 -0.013 0.001 0.975
C 3.181 -0.810 -0.083 0.011 -0.024 -0.044 -1.108
C 3.386 0.357 0.587 0.025 0.037 0.052 -1.147
S 2.099 1.396 0.986 0.024 -0.006 -0.033 0.653
S 5.035 0.738 1.012 -0.011 0.005 -0.004 0.987
S 1.603 -1.255 -0.565 0.033 0.003 0.051 0.722

***

37
Properties=species:S:1:pos:R:3:forces:R:3:lowdin_charge:R:1 method="wB97M-V/def2-TZVPD" charge=+2 homo_ev=-16.185 homo_lumo_gap_ev=6.67
Pd -0.189 -0.757 0.911 0.038 0.140 -0.144 1.096
O -1.864 0.703 4.288 -0.006 0.040 0.022 0.194
C -1.366 0.548 3.220 0.020 -0.095 -0.114 -0.330
N -0.871 -0.727 2.735 -0.066 -0.070 0.176 0.034
C -0.889 -1.870 3.368 0.113 -0.005 -0.089 -0.107
C -1.363 -2.132 4.696 0.035 -0.023 -0.028 0.035
C -1.248 -3.390 5.161 -0.004 0.004 0.005 0.036
C -0.673 -4.481 4.378 -0.005 -0.008 -0.014 0.037
C -0.216 -4.322 3.122 -0.039 0.041 0.015 0.035
C -0.307 -3.012 2.543 -0.054 0.112 -0.037 -0.107
N 0.053 -2.640 1.343 -0.024 -0.181 0.125 0.034
C 0.663 -3.466 0.320 -0.027 0.122 0.059 -0.330
O 0.933 -4.614 0.468 0.010 -0.026 -0.034 0.194
C 0.895 -2.671 -0.929 -0.024 0.040 0.032 -0.172
C 1.443 -3.290 -2.031 -0.021 -0.008 0.026 0.053
C 1.617 -2.548 -3.193 0.006 0.000 -0.030 0.020
C 1.219 -1.224 -3.207 0.004 -0.003 -0.014 0.011
C 0.678 -0.667 -2.057 -0.010 -0.099 0.022 -0.074
N 0.528 -1.365 -0.932 0.041 0.048 0.022 -0.026
C -1.157 1.619 2.192 0.046 -0.044 -0.023 -0.172
C -1.542 2.910 2.478 0.018 -0.029 0.023 0.053
C -1.303 3.900 1.532 -0.004 0.029 -0.011 0.020
C -0.675 3.557 0.349 0.005 0.016 0.004 0.011
C -0.318 2.235 0.131 -0.027 -0.003 0.095 -0.074
N -0.564 1.276 1.022 -0.036 -0.039 -0.046 -0.026
H -1.781 -1.334 5.288 -0.016 0.005 -0.009 0.123
H -1.594 -3.619 6.161 0.010 -0.004 0.003 0.139
H -0.623 -5.458 4.841 -0.006 0.001 0.004 0.139
H 0.195 -5.138 2.550 0.020 0.005 -0.001 0.123
H 1.716 -4.334 -1.966 0.001 0.001 0.003 0.143
H 2.046 -3.004 -4.075 0.000 0.000 0.000 0.137
H 1.321 -0.617 -4.095 -0.006 0.007 0.005 0.133
H 0.339 0.357 -2.044 0.027 0.026 -0.009 0.102
H -2.009 3.122 3.430 -0.005 -0.003 -0.003 0.143
H -1.595 4.924 1.725 -0.001 -0.001 0.000 0.137
H -0.456 4.299 -0.405 0.007 -0.007 -0.004 0.133
H 0.193 1.942 -0.773 -0.018 0.007 -0.033 0.102

***

Number 1: electronic energy -92567.7586 eV. Number 2: electronic energy -62261.6562 eV. Number 3: electronic energy -275011.7138 eV. Number 4: electronic energy -75954.2264 eV. Number 5: electronic energy -32380.9522 eV.